67
Properties=species:S:1:pos:R:3 method="wB97M-V/def2-TZVPD" s2=2.0201 energy_ev=-71009.424 charge=+3 spin_multiplicity=3 orbital_gap_ha="0.12981 / 0.16575"
V 1.39 1.83 0.44
C -0.69 1.95 2.86
O -0.12 2.54 1.65
C -0.66 3.85 1.33
C -0.48 4.03 -0.16
O 0.83 3.52 -0.57
C 1.93 4.47 -0.63
C 2.67 4.51 0.69
O 2.70 3.13 1.18
C 3.61 2.95 2.32
H -1.71 1.64 2.65
H -0.65 2.68 3.66
H -0.07 1.08 3.12
H -0.14 4.59 1.93
H -1.72 3.87 1.58
H -0.56 5.07 -0.46
H -1.20 3.44 -0.72
H 1.54 5.46 -0.89
H 2.56 4.13 -1.45
H 2.19 5.12 1.45
H 3.70 4.85 0.54
H 4.63 3.04 1.96
H 3.42 1.96 2.73
H 3.38 3.71 3.07
C -6.75 -3.42 -0.02
C -5.29 -3.76 -0.14
C -4.42 -3.60 0.93
C -3.08 -3.97 0.84
C -2.60 -4.49 -0.35
N -1.25 -4.91 -0.51
C -0.12 -4.44 0.06
O 0.93 -5.01 0.14
N -0.20 -3.11 0.66
C -0.37 -1.97 -0.04
C -1.17 -1.85 -1.20
C -1.28 -0.63 -1.84
C -0.59 0.47 -1.38
N 0.19 0.38 -0.29
C 0.29 -0.80 0.36
C -3.45 -4.65 -1.45
C -4.79 -4.30 -1.33
H -6.94 -2.82 0.86
H -7.34 -4.34 0.06
H -7.10 -2.87 -0.90
H -4.80 -3.22 1.87
H -2.45 -3.90 1.72
H -1.11 -5.80 -0.98
H 0.51 -3.08 1.38
H -1.71 -2.71 -1.58
H -1.90 -0.54 -2.73
H -0.62 1.43 -1.88
H 0.94 -0.83 1.24
H -3.08 -5.07 -2.37
H -5.44 -4.45 -2.18
C 4.59 1.81 -1.34
P 3.18 0.74 -0.95
C 2.60 0.07 -2.52
C 3.86 -0.66 -0.02
H 5.33 1.22 -1.90
H 5.07 2.18 -0.44
H 4.29 2.65 -1.97
H 3.44 -0.42 -3.02
H 2.21 0.85 -3.17
H 1.82 -0.68 -2.35
H 4.78 -0.99 -0.51
H 3.16 -1.50 -0.03
H 4.11 -0.40 1.01

***

64
Properties=species:S:1:pos:R:3 method="wB97M-V/def2-TZVPD" energy_ev=-49381.744 charge=+2 spin_multiplicity=1 relative_energy_kj_mol=0.0 orbital_gap_ha=0.20308
P 0.27 -2.25 0.05
P 0.05 1.59 0.10
C 0.00 -0.97 -1.26
C 0.65 0.42 -1.19
H -1.06 -0.91 -1.57
H 0.53 -1.52 -2.04
H 1.76 0.35 -1.21
H 0.37 0.96 -2.10
C -1.47 2.38 -0.54
H -1.78 3.09 0.24
H -2.28 1.65 -0.66
H -1.33 2.93 -1.48
C 1.32 2.84 0.30
H 1.28 3.60 -0.49
H 2.31 2.36 0.31
H 1.13 3.30 1.27
C -0.73 -3.67 -0.43
H -0.55 -4.46 0.31
H -0.47 -4.04 -1.44
H -1.80 -3.40 -0.40
C 2.01 -2.71 -0.11
H 2.66 -1.83 -0.03
H 2.21 -3.21 -1.07
H 2.25 -3.39 0.71
Zr -0.66 -0.38 1.63
C 0.53 1.24 -4.14
C -0.81 1.24 -3.94
C -1.73 0.55 -4.89
C -1.36 -0.92 -5.25
C -0.63 -1.67 -4.16
C 0.72 -1.74 -4.07
C 1.63 -0.96 -4.97
C 1.25 0.52 -5.25
C 0.47 -1.83 2.87
H 1.21 1.88 -3.55
H -1.27 1.90 -3.21
H -1.81 1.12 -5.83
H -2.74 0.55 -4.44
H -2.30 -1.46 -5.46
H -0.77 -0.92 -6.18
H -1.29 -2.26 -3.51
H 1.22 -2.51 -3.47
H 1.73 -1.48 -5.93
H 2.63 -0.97 -4.51
H 2.19 1.07 -5.42
H 0.67 0.57 -6.19
H 1.20 -1.30 3.51
H 0.98 -2.71 2.42
H -0.30 -2.23 3.57
O 1.32 2.33 5.21
C 0.32 1.89 6.00
C 0.37 2.20 7.37
C -0.60 1.70 8.22
C -1.66 0.91 7.73
C -1.75 0.62 6.37
C -0.76 1.10 5.50
C -0.75 0.72 4.10
O -1.70 0.05 3.54
O 0.28 0.96 3.33
H 1.17 1.88 4.34
H 1.20 2.81 7.72
H -0.53 1.93 9.29
H -2.40 0.52 8.43
H -2.57 0.03 5.95

***

66
Properties=species:S:1:pos:R:3 method="wB97M-V/def2-TZVPD" energy_ev=-111900.837 charge=+1 spin_multiplicity=1 relative_energy_kj_mol=0.0 orbital_gap_ha=0.31534
C -0.43 -3.81 1.57
C -0.83 -2.59 0.69
C -1.87 -3.01 -0.33
C -2.43 -1.88 -1.29
C -1.92 -0.51 -0.99
C -0.68 -0.13 -1.52
C 0.09 -0.95 -2.55
C -0.56 -0.84 -3.95
F 0.25 -2.27 -2.20
C -0.12 1.10 -1.16
C 1.22 1.50 -1.72
O 1.28 2.32 -2.56
O 2.28 0.78 -1.33
C 2.82 1.12 0.00
C 2.09 0.33 1.09
C 4.29 0.78 -0.08
C 5.04 1.11 1.22
C 6.12 0.07 1.55
C -0.84 1.98 -0.35
I 0.01 3.83 0.17
C -2.13 1.62 0.08
C -2.93 2.59 0.88
C -2.60 2.53 2.40
N -2.62 0.37 -0.23
C -4.00 0.07 0.23
Br -4.12 -1.39 1.49
C -5.02 -0.06 -0.92
C -6.29 0.71 -0.56
H -0.91 -4.71 1.18
H 0.63 -4.00 1.52
H -0.77 -3.70 2.59
H 0.08 -2.23 0.22
H -1.19 -1.82 1.36
H -1.48 -3.81 -0.94
H -2.72 -3.42 0.21
H -2.14 -2.16 -2.28
H -3.51 -1.95 -1.26
H 1.09 -0.55 -2.64
H 0.14 -0.40 -4.65
H -1.47 -0.25 -3.92
H -0.78 -1.85 -4.28
H 2.74 2.19 0.16
H 1.67 0.98 1.85
H 1.27 -0.24 0.66
H 2.76 -0.38 1.56
H 4.69 1.33 -0.93
H 4.35 -0.28 -0.34
H 5.51 2.08 1.07
H 4.33 1.21 2.03
H 6.28 0.05 2.62
H 5.76 -0.91 1.26
H 7.03 0.30 1.02
H -4.00 2.49 0.73
H -2.73 3.60 0.54
H -2.46 3.53 2.77
H -1.68 1.98 2.57
H -3.43 2.09 2.94
H -4.34 0.89 0.84
H -4.57 0.34 -1.82
H -5.29 -1.10 -1.04
H -6.09 1.77 -0.49
H -7.04 0.52 -1.32
H -6.64 0.36 0.41
O 9.28 0.69 2.15
H 9.41 1.37 1.48
H 10.15 0.61 2.57